Entry from the OMol25 dataset: 2 unconnected molecules or ions with the total composition C8H12N4 in a non-equilibrium geometry (ωB97M-V/def2-TZVPD).

```
24
Properties=species:S:1:pos:R:3:forces:R:3
C 1.1443 -0.1296 -4.0180 -1.8786 -3.6425 0.6371
C 1.6242 0.1901 -2.6830 0.7991 4.1662 3.1519
C 1.4131 -0.3275 -1.4416 -3.4774 -2.8697 1.8604
N 1.8058 0.5291 -0.4087 3.3989 1.5511 -6.7532
C 2.4793 1.5757 -1.0796 -2.6786 -1.7888 -3.7317
N 2.2566 1.4889 -2.4702 1.0953 -1.5499 3.5973
H 1.7043 -1.0510 -4.3089 -0.5823 0.8919 -0.7533
H 1.1639 0.6888 -4.6285 1.2739 2.0061 -1.8259
H 0.0125 -0.3269 -4.1229 1.5045 -0.3540 0.8422
H 0.7066 -1.2546 -1.1605 2.0567 2.2014 -0.6629
H 1.6290 0.7116 0.4949 -1.2287 -0.7652 3.8685
H 3.0243 2.3441 -0.5466 -0.2578 0.0523 -0.2431
C -0.5960 -0.8627 3.7227 0.7083 -0.6026 2.2897
C -1.2896 -0.4622 2.5065 -1.4222 0.3322 -1.4802
C -2.6206 0.0343 2.3766 4.6345 -1.6284 -3.6530
N -2.7716 0.1463 0.9686 2.6824 -0.5125 1.2191
C -1.5223 -0.1897 0.3441 -0.8044 -0.9769 1.5949
N -0.6575 -0.6574 1.2687 -2.5504 1.8743 -0.2815
H -1.3122 -1.4995 4.2748 0.1250 0.9521 0.6272
H -0.1406 0.0038 4.3192 -0.9702 -1.2491 -0.5871
H 0.1985 -1.6238 3.6376 0.0169 0.6720 -0.8610
H -3.3996 0.3193 2.9929 -1.1217 0.3438 1.2941
H -3.5815 0.6484 0.7057 -0.4039 0.3522 -1.3710
H -1.2709 -0.2953 -0.7437 -0.9192 0.5439 1.2217
```
Positions in Å, forces in eV/Å.

Results
- spin multiplicity = 1
- max |F| (hartree/bohr) = 0.150
- molecular weight (Da) = 164.212
- SMILES = Cc1c[nH]cn1.Cc1c[nH]cn1
- Kohn-Sham gap (hartree) = 0.334
- lowest unoccupied orbital energy (eV) = 0.748

Entry from the OMol25 dataset: 2 unconnected molecules or ions with the total composition C8H12N4 in a non-equilibrium geometry (ωB97M-V/def2-TZVPD).

```
24
Properties=species:S:1:pos:R:3:forces:R:3
C 0.4625 1.4944 1.6607 -0.5515 -0.9988 0.5330
C 1.3054 0.2904 1.9266 0.8286 0.0885 0.6232
C 2.6388 0.1730 2.2671 -0.9820 0.6516 -0.0924
N 2.8371 -1.1537 2.5039 0.5809 -0.6381 0.4442
C 1.6554 -1.8053 2.3337 0.0398 0.9707 -0.2197
N 0.7344 -0.9415 1.9932 -0.7928 -0.6602 -0.3281
H -0.1804 1.6676 2.5270 0.4714 0.4386 0.3941
H -0.3204 1.1858 0.9714 0.3473 0.3851 -0.8373
H 1.0542 2.3598 1.3935 -0.2569 0.1893 -0.2132
H 3.3771 0.9276 2.4733 0.1659 -0.0972 -0.1760
H 3.6742 -1.5219 2.9220 -0.0122 -0.1746 -0.2000
H 1.5070 -2.8670 2.3893 0.1862 -0.1327 0.1901
C -0.5650 -1.2060 -1.0560 0.8883 0.1674 -0.6494
C -1.4220 -0.3758 -1.9358 -0.5688 -0.2392 -0.9293
C -2.4057 0.5148 -1.6432 0.1974 -0.1317 0.7691
N -2.7749 1.1238 -2.8205 0.5830 0.2700 -0.0712
C -1.9349 0.6246 -3.7744 0.1048 0.2098 0.0462
N -1.1642 -0.3063 -3.3030 0.3742 -0.2105 0.3624
H -0.9595 -1.9853 -0.4152 -0.4273 0.0457 -0.1265
H -0.0179 -0.5153 -0.4610 0.2650 0.4556 1.0987
H 0.2497 -1.5860 -1.6718 -0.2708 -0.5264 -0.2075
H -2.7622 0.8031 -0.6679 -0.3546 0.0338 -0.1705
H -3.1937 2.0327 -2.8654 -0.3125 0.0322 -0.0908
H -1.7951 1.0666 -4.7479 -0.5035 -0.1289 -0.1491
```
Positions in Å, forces in eV/Å.

Results
- spin multiplicity = 1
- max |F| (hartree/bohr) = 0.024
- molecular weight (Da) = 164.212
- SMILES = Cc1c[nH]cn1.Cc1c[nH]cn1
- Kohn-Sham gap (hartree) = 0.339
- lowest unoccupied orbital energy (eV) = 0.891

Entry from the OMol25 dataset: a single C8H12N4O3 molecule in a non-equilibrium geometry (ωB97M-V/def2-TZVPD).

```
27
Properties=species:S:1:pos:R:3:forces:R:3
C 2.3291 3.4501 0.9670 0.1657 2.4419 0.3600
C 3.2004 2.3132 0.8164 0.5530 -2.9236 -0.0780
O 4.3866 2.2602 1.0813 -0.4152 0.4679 -0.1337
N 2.5744 1.1032 0.4632 -2.4932 0.6393 -0.7778
C 1.2537 0.8631 -0.1162 1.0430 0.5507 2.2104
C 0.5055 1.6074 -0.9511 -1.2375 -2.0277 -1.3680
N -0.7107 0.9550 -1.2143 0.5446 0.5541 1.1008
C -0.7486 -0.0743 -0.3816 1.0613 2.4186 -1.6260
C -1.9215 -0.8947 -0.1799 -1.0644 -0.0991 -0.5497
O -2.2094 -1.6668 -1.3870 -1.3395 -0.5171 -0.7608
C -3.2738 -2.5318 -1.2446 0.2681 -0.8555 2.3793
N -3.7211 -3.4498 -2.1344 -0.4548 1.0398 0.7361
O -3.8248 -2.6986 -0.1802 -0.0080 1.6406 1.8778
N 0.3878 -0.1318 0.3463 1.1597 -1.2747 1.0996
C 0.7385 -1.2138 1.2980 1.0126 0.0100 -0.3051
H 2.9181 4.2175 1.4794 -0.2351 -0.1431 0.1792
H 1.4319 3.2286 1.5115 -0.4275 -0.2206 0.2625
H 2.0482 3.9286 0.0448 -0.1929 -0.1332 -0.6128
H 3.1511 0.3192 0.5733 1.0103 -1.0515 -0.1186
H 0.8278 2.3640 -1.5900 0.3833 1.2926 -0.6493
H -1.7020 -1.5702 0.5907 -0.1713 -1.1008 1.2036
H -2.7265 -0.2093 0.1503 -0.0340 -0.7729 -0.5698
H -3.2696 -3.6540 -2.9401 1.5144 -0.7740 -2.9019
H -4.2281 -4.1609 -1.6147 0.2144 0.2905 -0.6613
H 1.6946 -0.8765 1.8118 -1.0771 -0.7105 -0.7398
H 0.9003 -2.1762 0.6723 -0.2847 1.4004 1.5232
H -0.0118 -1.3014 2.1277 0.5048 -0.1422 -1.0799
```
Positions in Å, forces in eV/Å.

Results
- spin multiplicity = 1
- max |F| (hartree/bohr) = 0.065
- molecular weight (Da) = 212.209
- SMILES = CC(=O)Nc1cnc(COC(N)=O)n1C
- Kohn-Sham gap (hartree) = 0.337
- lowest unoccupied orbital energy (eV) = 0.453

Entry from the OMol25 dataset: a molecular structure, C8H12N5O2 in a non-equilibrium geometry (ωB97M-V/def2-TZVPD).

```
27
Properties=species:S:1:pos:R:3:forces:R:3
C 1.0243 -1.2705 1.1373 -1.0956 3.3868 -0.4317
C 0.5173 1.4804 1.0707 -0.6219 1.5685 0.5592
C 0.5883 1.0266 -2.1193 0.4194 -0.2460 0.7092
C -0.7754 0.4027 -2.4394 -0.0593 1.5091 -0.7029
C 1.2307 0.2160 -0.9804 0.8568 -1.1576 -2.2493
C -1.6318 0.4042 -1.1853 -1.1745 -1.9576 1.4197
C 0.3750 0.2559 0.1884 0.8792 -3.6776 4.6274
C -1.8362 -0.0765 1.1414 1.2464 -3.5455 3.3807
N 1.4304 -2.4143 0.6314 0.8045 1.2123 0.9030
N 1.2861 -1.2621 2.4664 -0.4960 -0.0474 -0.7902
N 2.0503 -3.0102 1.6776 -0.1082 -2.3999 0.3226
N 1.9001 -2.3989 2.7952 0.3805 0.3524 -0.8264
N -0.9773 -0.1646 0.0290 0.4360 1.2372 -3.0772
O 0.2758 2.5451 0.4650 -0.0180 0.1063 -1.0024
O 0.6930 1.4163 2.2950 0.4331 -1.1229 0.9510
H 1.3306 0.8504 -2.8981 -0.4042 0.7568 -0.6677
H 0.4875 2.0646 -1.7375 0.2108 -0.4732 -0.6917
H -1.3234 1.0853 -3.1953 0.8080 -1.4395 0.7712
H -0.5511 -0.6229 -2.8255 -0.7584 0.7057 0.1991
H 1.1888 -0.8956 -1.2895 0.6775 1.6011 0.1303
H 2.3159 0.5856 -0.8425 -1.8194 -0.8000 0.2841
H -2.0560 1.3326 -0.8002 0.1248 0.7285 -1.0719
H -2.4957 -0.3167 -1.2669 0.4862 0.8606 -0.5639
H -1.7882 0.7438 1.8963 -0.0082 0.0523 -1.0837
H -2.8424 -0.3906 0.8842 -0.1988 0.4125 -0.2005
H -1.4351 -1.0333 1.7681 -1.1365 2.0043 -0.6179
H 1.0183 -0.5532 3.1338 0.1360 0.3730 -0.2799
```
Positions in Å, forces in eV/Å.

Results
- spin multiplicity = 1
- max |F| (hartree/bohr) = 0.116
- charge = -1
- molecular weight (Da) = 210.217
- Kohn-Sham gap (hartree) = 0.303
- lowest unoccupied orbital energy (eV) = 3.543

Entry from the OMol25 dataset: 2 unconnected molecules or ions with the total composition C8H12NO in a non-equilibrium geometry (ωB97M-V/def2-TZVPD).

```
22
Properties=species:S:1:pos:R:3:forces:R:3
C -5.1133 -0.2892 0.1743 2.0828 -0.1503 1.2252
C 0.5200 1.1835 -0.2508 0.6444 -0.3983 -0.0787
C -0.9977 1.3295 -0.7366 -0.3385 -0.0131 -1.2060
C -1.0338 -0.8880 0.7215 -2.0196 -2.4651 0.2566
C 1.1510 -0.2295 -0.4754 -1.1401 0.3230 -2.6944
C 0.0645 -1.2818 -0.2943 0.3869 -2.3087 0.4427
C -1.3627 -0.0690 -0.4600 0.7847 0.9033 0.0437
C 2.4712 -0.6551 0.1423 -0.5419 -0.3394 1.8769
N -3.9819 -0.1293 0.3290 -0.8074 0.2297 -0.9319
O -0.9443 -0.9303 -1.3528 -0.4190 0.2201 -0.6841
H -6.0711 -0.6194 0.4414 -1.2356 -0.0279 -0.4217
H 1.0681 2.0187 -0.7820 -0.3961 -1.0188 1.0324
H 0.4321 1.2518 0.8271 0.4073 0.9212 0.2097
H -1.3866 2.1152 -0.1470 -0.8336 0.3457 1.0236
H -1.1470 1.6938 -1.7854 0.4483 -1.0288 0.6583
H -1.8416 -1.7338 0.8043 1.6194 1.4148 -0.4800
H -0.8571 -0.6245 1.7385 0.3907 1.0550 0.4024
H 1.1828 -0.2603 -1.6099 0.8811 -0.1784 0.9875
H 0.4277 -2.3701 -0.4003 -0.7736 1.6812 0.2306
H 2.4831 -1.7955 0.0956 0.6133 1.5634 -0.2568
H 2.5209 -0.4247 1.2960 0.0323 -0.1321 -2.2841
H 3.2486 -0.1394 -0.4369 0.2143 -0.5965 0.6481
```
Positions in Å, forces in eV/Å.

Results
- spin multiplicity = 1
- max |F| (hartree/bohr) = 0.062
- charge = +1
- molecular weight (Da) = 138.190
- Kohn-Sham gap (hartree) = 0.381
- lowest unoccupied orbital energy (eV) = -4.861

Number 1: HOMO level -8.344 eV. Number 2: HOMO level -8.331 eV. Number 3: HOMO level -8.704 eV. Number 4: HOMO level -4.707 eV. Number 5: HOMO level -15.239 eV.